1.
This record from the Open Molecules 2025 dataset describes a structure of composition C46H37KN4O3P2S5Sb. The level of theory is ωB97M-V/def2-TZVPD.

Charge   -2
E_HOMO (alpha / beta)   0.0 / -2.1 eV
2S+1   2
Max |F|   2.29 eV/Å
Total energy   -5733.8059 a.u.
⟨S²⟩   0.761
ΔE to the lowest compared entry with this formula, charge and spin   0.8062 eV

Each line ends with the Mulliken spin population.
CARTESIAN COORDINATES (ANGSTROEM)
K  0.7659  -0.6592  0.2262  0.0338
O  -1.2962  0.0049  0.1912  -0.0186
S  -2.1379  0.0930  1.4416  0.0411
C  -3.6331  -0.7793  1.0183  0.2865
C  -4.7991  -0.2011  0.5034  -0.1229
C  -5.9518  -0.9380  0.3525  0.1471
C  -5.9704  -2.3134  0.7309  0.2176
C  -4.8065  -2.9313  1.1195  -0.1259
C  -3.6029  -2.2108  1.2614  0.2668
P  -2.0340  -3.0653  1.2411  0.1369
C  -1.4056  -2.9395  -0.4675  0.0176
C  -0.1187  -3.3874  -0.7570  -0.0111
C  0.3967  -3.2530  -2.0384  0.0028
C  -0.3729  -2.6642  -3.0313  -0.0011
C  -1.6688  -2.2466  -2.7555  0.0084
C  -2.1875  -2.3894  -1.4791  0.0028
C  -2.4360  -4.8093  1.4855  -0.0138
C  -2.9749  -5.1434  2.7346  0.0083
C  -3.2941  -6.4543  3.0315  -0.0032
C  -3.0437  -7.4600  2.1044  0.0062
C  -2.4567  -7.1395  0.8876  -0.0016
C  -2.1555  -5.8235  0.5741  0.0078
C  -2.7512  1.7833  1.4022  0.0214
C  -3.8365  2.1157  2.2011  -0.0215
C  -4.2963  3.4189  2.2410  -0.0021
C  -3.6751  4.3833  1.4626  0.0007
C  -2.5710  4.0505  0.6934  0.0018
C  -2.0558  2.7512  0.6725  0.0338
P  -0.4607  2.3528  -0.1996  -0.0161
C  0.1959  4.0869  -0.2504  0.0014
C  0.6241  4.6033  0.9786  0.0004
C  1.1726  5.8719  1.0624  0.0005
C  1.3192  6.6489  -0.0816  -0.0002
C  0.9185  6.1379  -1.3057  0.0002
C  0.3626  4.8657  -1.3920  -0.0009
C  -1.1027  2.2186  -1.9246  0.0014
C  -2.4009  2.5218  -2.3313  -0.0010
C  -2.7800  2.3778  -3.6597  0.0028
C  -1.8690  1.9237  -4.6025  -0.0012
C  -0.5778  1.6049  -4.2062  -0.0012
C  -0.1985  1.7462  -2.8797  -0.0025
H  -4.7920  0.8422  0.2158  0.0437
H  -6.8407  -0.4796  -0.0652  0.0130
H  -6.8905  -2.8816  0.6551  0.0230
H  -4.8146  -3.9983  1.3052  0.0119
H  0.4900  -3.8215  0.0271  0.0010
H  1.4104  -3.5681  -2.2476  0.0021
H  0.0396  -2.5291  -4.0241  0.0003
H  -2.2746  -1.7924  -3.5302  0.0002
H  -3.1966  -2.0609  -1.2634  -0.0128
H  -3.1351  -4.3507  3.4554  0.0018
H  -3.7398  -6.6956  3.9890  0.0003
H  -3.2942  -8.4886  2.3331  0.0011
H  -2.2392  -7.9243  0.1725  -0.0003
H  -1.7202  -5.5744  -0.3854  0.0019
H  -4.3070  1.3456  2.7991  -0.0044
H  -5.1341  3.6803  2.8760  0.0007
H  -4.0347  5.4060  1.4664  0.0001
H  -2.0858  4.8189  0.1075  -0.0002
H  0.5022  3.9950  1.8694  -0.0004
H  1.4949  6.2585  2.0224  0.0000
H  1.7427  7.6449  -0.0195  0.0000
H  1.0420  6.7342  -2.2038  0.0001
H  0.0538  4.4807  -2.3570  0.0002
H  -3.1309  2.8696  -1.6135  0.0013
H  -3.7924  2.6228  -3.9605  0.0014
H  -2.1661  1.8158  -5.6395  -0.0002
H  0.1366  1.2393  -4.9352  -0.0002
H  0.8085  1.5036  -2.5588  0.0002
N  8.3311  -1.2949  2.4836  0.0000
C  7.1872  -1.2899  1.6736  0.0000
C  5.9320  -1.0633  2.2341  0.0000
C  4.7971  -1.1111  1.4433  0.0001
C  4.9095  -1.3836  0.0911  0.0002
C  6.1471  -1.6336  -0.4735  0.0001
C  7.2836  -1.5871  0.3119  0.0000
S  3.4105  -1.4959  -0.8688  0.0025
O  2.4738  -2.1612  0.0225  -0.0006
O  3.7124  -2.2188  -2.0852  -0.0001
N  2.7474  -0.0630  -1.1383  -0.0010
C  3.4845  1.0543  -1.2870  0.0002
N  2.7837  2.2150  -1.3720  -0.0001
C  3.4694  3.3377  -1.4653  -0.0001
C  4.8583  3.3872  -1.5000  0.0000
C  5.4901  2.1572  -1.4467  0.0000
N  4.8415  1.0107  -1.3561  0.0000
H  8.2238  -0.7886  3.3473  0.0000
H  9.1862  -1.0650  2.0058  0.0000
H  5.8443  -0.8531  3.2941  0.0000
H  3.8156  -0.9446  1.8714  -0.0004
H  6.1997  -1.8510  -1.5320  0.0000
H  8.2591  -1.7783  -0.1228  0.0000
H  2.8725  4.2447  -1.5110  0.0000
H  5.4032  4.3178  -1.5650  0.0000
H  6.5759  2.0774  -1.4798  0.0000
S  0.7199  -0.3949  5.9752  -0.0012
Sb  0.9519  -0.0632  3.7289  -0.0007
S  -0.1886  1.9054  3.4028  0.0060
S  -0.6880  -2.5112  2.5722  0.0059

=====

2.
This record from the Open Molecules 2025 dataset describes a structure of composition C46H38As2Cl4HfN5O12. The level of theory is ωB97M-V/def2-TZVPD.

Charge   +1
E_HOMO   -10.0 eV
Max |F|   1.38 eV/Å
Total energy   -9312.7212 a.u.
ΔE to the lowest compared entry with this formula, charge and spin   0.3819 eV

Each line ends with the Mulliken charge.
CARTESIAN COORDINATES (ANGSTROEM)
Hf  0.5919  0.4551  -0.0663  0.7780
Cl  1.1926  6.5280  3.0362  -0.2004
C  0.4479  5.1620  2.2812  0.1537
C  1.0989  3.9406  2.3440  -1.4174
C  0.5450  2.8193  1.7480  -0.2333
N  1.1578  1.5364  1.6327  1.4391
C  2.2944  1.1861  2.3174  0.1004
O  2.7918  1.7636  3.2563  -0.7372
C  2.9486  -0.0909  1.8087  0.4474
C  4.1804  -0.4377  2.3152  -0.3826
C  4.7862  -1.5926  1.8501  -0.8928
C  4.1387  -2.3525  0.8871  -1.1644
C  2.9173  -1.9240  0.4139  -0.6566
N  2.3220  -0.8128  0.8634  1.0918
C  -0.6837  2.9310  1.0803  0.2038
C  -1.3314  4.1505  1.0323  -0.4055
C  -0.7697  5.2677  1.6288  -0.2141
Cl  -1.6211  6.7688  1.5287  -0.2049
N  -1.0683  1.7732  0.3384  1.2550
C  -2.3256  1.6052  -0.1554  0.2342
O  -3.3533  2.1526  0.1910  -0.7698
C  -2.3402  0.6771  -1.3607  0.0571
C  -3.4739  0.5616  -2.1367  -0.4894
C  -3.3912  -0.1346  -3.3319  -1.1331
C  -2.1690  -0.6636  -3.7184  -1.3780
C  -1.0850  -0.5212  -2.8759  -0.6493
N  -1.1736  0.1121  -1.7026  1.2837
H  2.0385  3.8679  2.8679  0.6709
H  4.6232  0.2041  3.0633  0.6332
H  5.7518  -1.8989  2.2333  0.5052
H  4.5678  -3.2645  0.4967  0.5964
H  2.3971  -2.4769  -0.3523  0.4689
H  -2.2847  4.2416  0.5337  0.6303
H  -4.3802  1.0433  -1.7950  0.5879
H  -4.2608  -0.2393  -3.9691  0.4802
H  -2.0436  -1.1713  -4.6656  0.5895
H  -0.1088  -0.8983  -3.1425  0.6174
C  -5.0546  0.8484  2.8541  -0.8130
O  -3.7818  0.2113  2.6128  -0.1044
C  -3.3738  -0.6527  3.5444  -0.4143
O  -4.0041  -0.9529  4.5209  -0.5747
C  -1.9467  -1.0495  3.2583  0.6412
C  -1.1800  -1.6404  4.1686  0.3554
As  -1.6059  -3.4885  4.7092  0.1368
C  -3.4567  -3.7558  4.1684  -1.0762
C  -0.8294  -3.8401  2.8105  0.3284
C  -0.7643  -3.0713  1.7142  0.1632
As  -1.3201  -1.1341  1.4223  1.8906
C  -2.9764  -1.6546  0.5605  -1.6437
C  -0.2391  -3.7378  0.4753  -0.2810
O  0.0125  -4.9036  0.3604  -0.5799
O  -0.1848  -2.8908  -0.5911  0.2560
C  0.0796  -3.5376  -1.8612  -1.0067
C  -0.0187  -5.1162  2.9341  0.1521
O  1.1094  -5.0148  3.3257  -0.5269
O  -0.6039  -6.3051  2.7832  -0.3706
C  -1.8698  -6.4017  2.1096  -0.4714
C  0.3154  -1.5054  4.0185  -0.3065
O  0.8441  -0.9220  3.1063  -0.1953
O  0.9535  -2.0913  5.0209  -0.4111
C  2.3994  -2.0532  4.9872  -0.5474
H  -5.2410  1.4458  1.9698  0.1981
H  -4.9806  1.4806  3.7347  0.3225
H  -5.8290  0.1021  3.0057  0.3383
H  -4.1020  -3.2975  4.9134  0.3897
H  -3.6132  -4.8341  4.1662  0.3970
H  -3.6872  -3.3464  3.1903  0.2557
H  -3.4898  -2.3461  1.2184  0.7839
H  -2.7099  -2.1567  -0.3697  0.3768
H  -3.6073  -0.7989  0.3581  0.2615
H  -0.8704  -3.8164  -2.3118  0.2527
H  0.6844  -4.4251  -1.7144  0.4883
H  0.5990  -2.8068  -2.4690  0.1425
H  -2.4873  -7.0863  2.6827  0.3107
H  -1.6968  -6.7951  1.1129  0.2439
H  -2.3638  -5.4361  2.0363  0.1771
H  2.7160  -2.0194  6.0234  0.3303
H  2.7420  -1.1732  4.4493  0.1781
H  2.7432  -2.9642  4.5036  0.2441
Cl  0.7163  1.4330  -7.3066  -0.2430
C  -0.1642  2.0594  -5.9462  0.5068
C  -1.5056  2.3568  -6.1079  -0.6554
C  -2.2374  2.8639  -5.0452  -0.6625
C  -1.6197  3.0274  -3.8172  -0.8226
C  -0.2846  2.6981  -3.6722  1.0752
Cl  0.3717  2.7979  -2.0607  0.1750
C  0.5110  2.2434  -4.7311  -0.8522
N  1.8532  1.9089  -4.5961  0.2236
C  2.8108  2.7874  -3.9797  0.0113
C  2.7795  4.1520  -4.2239  -0.2765
C  3.7036  4.9846  -3.6121  -0.7471
C  4.6755  4.4476  -2.7763  -0.7542
C  4.7020  3.0818  -2.5393  -0.7104
C  3.7706  2.2400  -3.1333  0.5094
C  3.6533  0.7875  -2.7427  -1.3941
C  2.5702  0.6070  -1.7300  0.3248
O  1.6656  -0.2845  -1.8846  -0.5740
O  2.4614  1.3509  -0.7063  -0.6521
H  -1.9632  2.2079  -7.0782  0.4641
H  -3.2796  3.1271  -5.1736  0.4888
H  -2.1674  3.4038  -2.9611  0.5439
H  2.2203  1.4402  -5.4105  0.3232
H  2.0228  4.5593  -4.8874  0.4667
H  3.6681  6.0520  -3.7917  0.4292
H  5.4049  5.0933  -2.3036  0.4183
H  5.4490  2.6623  -1.8738  0.4303
H  4.5856  0.4147  -2.3100  0.4318
H  3.3879  0.1611  -3.5879  0.3343